The following is a DFT calculation (the ωB97M-V functional and the def2-TZVPD basis) of an isolated ion of composition C6H14NO and charge -1.

XYZ file:
```
22
C6H14NO (the ωB97M-V functional and the def2-TZVPD basis)
C -1.640 -0.069 1.790
N -1.644 -0.699 0.477
C -2.489 -1.881 0.415
C -0.329 -0.851 -0.149
C -0.117 0.406 -1.068
C 1.344 0.592 -1.409
C 2.110 1.628 -0.446
O 3.156 1.063 0.208
H -2.558 -0.397 2.287
H -0.897 -0.448 2.516
H -1.802 1.006 1.732
H -3.487 -1.575 0.760
H -2.666 -2.106 -0.643
H -2.075 -2.748 0.940
H -0.261 -1.785 -0.706
H 0.582 -0.758 0.470
H -0.704 0.318 -1.984
H -0.522 1.270 -0.517
H 1.538 0.969 -2.412
H 1.931 -0.301 -1.206
H 1.339 1.869 0.327
H 2.418 2.572 -0.973
```

calculated total energy = -9984.747 eV
largest force on an atom = 2.323 eV/A
energy relative to the best compared isomer or geometry (same formula, charge and spin) = 43.3 kcal per mole
orbital gap = 5.337 eV
E_LUMO = 3.39 eV
total charge = -1

Results of the Löwdin charge analysis, in e, for atoms 1 through 8:
1 C -0.112
2 N -0.288
3 C -0.131
4 C -0.200
5 C -0.228
6 C -0.224
7 C -0.533
8 O -0.414

=====

The following is a DFT calculation (the ωB97M-V functional and the def2-TZVPD basis) of C30H44MnNO2P2 as an isolated structure.

XYZ file:
```
80
C30H44MnNO2P2 (the ωB97M-V functional and the def2-TZVPD basis)
Mn 0.046 0.230 0.104
O 2.125 0.268 -0.266
C 3.157 1.243 -0.273
C 3.072 2.069 -1.550
C 1.615 2.488 -1.810
C 1.034 3.176 -0.610
C 1.316 4.526 -0.420
C 0.862 5.183 0.707
C 0.124 4.455 1.626
C -0.114 3.121 1.369
N 0.323 2.466 0.285
H 2.301 -0.465 -0.877
H 4.123 0.750 -0.148
H 2.979 1.869 0.603
H 3.450 1.504 -2.403
H 3.711 2.949 -1.443
H 1.014 1.603 -2.056
H 1.568 3.154 -2.672
H 1.891 5.046 -1.174
H 1.073 6.232 0.860
H -0.272 4.904 2.525
H -0.713 2.552 2.064
C -3.488 -0.660 -0.290
P -2.269 0.618 0.173
C -2.845 2.054 -0.805
C -2.759 0.960 1.900
C -4.004 1.481 2.240
C -4.348 1.658 3.569
C -3.456 1.302 4.572
C -2.220 0.772 4.243
C -1.861 0.607 2.908
P -0.270 -0.124 2.385
C 1.011 0.567 3.494
C -0.442 -1.827 3.015
H -4.502 -0.319 -0.077
H -3.294 -1.570 0.277
H -3.407 -0.883 -1.350
H -3.793 2.447 -0.438
H -2.988 1.722 -1.833
H -2.102 2.850 -0.799
H -4.717 1.746 1.470
H -5.315 2.067 3.825
H -3.728 1.435 5.610
H -1.536 0.488 5.033
H 0.666 0.682 4.522
H 1.360 1.530 3.126
H 1.854 -0.126 3.492
H -0.698 -1.809 4.077
H 0.488 -2.370 2.881
H -1.231 -2.343 2.470
C -0.863 0.177 -3.278
C -0.637 -1.302 -3.594
C -1.803 -2.176 -3.130
C 0.653 -1.911 -3.095
C 1.517 -2.461 -4.034
C 2.617 -3.217 -3.670
C 2.819 -3.489 -2.330
C 2.004 -2.961 -1.334
C 2.203 -3.484 0.075
C 0.957 -4.250 0.511
C 2.669 -2.474 1.119
C 0.936 -2.089 -1.712
O 0.246 -1.426 -0.798
H -1.774 0.533 -3.762
H -0.035 0.788 -3.637
H -0.979 0.337 -2.199
H -0.596 -1.370 -4.686
H -1.875 -2.149 -2.042
H -1.645 -3.215 -3.418
H -2.745 -1.841 -3.565
H 1.298 -2.309 -5.084
H 3.274 -3.633 -4.421
H 3.630 -4.144 -2.034
H 3.013 -4.215 -0.005
H 0.092 -3.590 0.547
H 1.099 -4.705 1.493
H 0.738 -5.045 -0.200
H 1.908 -1.720 1.318
H 3.569 -1.955 0.782
H 2.915 -2.985 2.050
```

calculated total energy = -87303.063 eV
largest force on an atom = 1.393 eV/A
energy relative to the best compared isomer or geometry (same formula, charge and spin) = 3.5 kcal per mole
orbital gap (alpha / beta) = 7.156 / 6.984 eV
E_LUMO (alpha / beta) = -2.48 / -2.62 eV
multiplicity = 2
total charge = +1

Results of the Löwdin charge analysis, in e, for atoms 1 through 8:
1 Mn 0.375
2 O -0.156
3 C -0.189
4 C -0.132
5 C -0.123
6 C -0.260
7 C 0.004
8 C -0.023

=====

The following is a DFT calculation (the ωB97M-V functional and the def2-TZVPD basis) of C22H23CdN4O3S as an isolated structure.

XYZ file:
```
54
C22H23CdN4O3S (the ωB97M-V functional and the def2-TZVPD basis)
Cd 0.240 -0.290 0.106
C 0.052 1.748 -5.540
C 0.681 1.086 -4.355
C 1.774 1.642 -3.697
C 2.355 1.004 -2.611
C 1.843 -0.206 -2.174
C 0.743 -0.772 -2.811
C 0.166 -0.122 -3.889
S 2.532 -1.064 -0.745
O 1.552 -2.125 -0.459
O 3.887 -1.459 -0.936
N 2.286 0.064 0.411
C 2.615 -0.368 1.692
C 3.907 -0.684 2.067
C 4.199 -1.101 3.370
C 3.219 -1.202 4.323
C 1.883 -0.906 3.994
C 0.815 -1.018 4.908
C -0.464 -0.735 4.501
C -0.683 -0.377 3.167
N 0.290 -0.273 2.284
C 1.570 -0.502 2.664
H 0.646 2.589 -5.887
H -0.944 2.111 -5.285
H -0.061 1.034 -6.354
H 2.172 2.584 -4.043
H 3.211 1.426 -2.107
H 0.391 -1.748 -2.497
H -0.686 -0.558 -4.389
H 4.694 -0.611 1.334
H 5.221 -1.345 3.621
H 3.450 -1.526 5.325
H 1.016 -1.321 5.925
H -1.300 -0.796 5.177
H -1.683 -0.165 2.799
C -0.542 3.149 0.378
O 0.280 2.154 -0.226
H -0.111 4.141 0.231
H -0.672 2.963 1.449
H -1.512 3.108 -0.113
H 1.187 2.293 0.092
N -5.897 -0.911 0.180
C -4.577 -0.928 -0.042
C -3.736 -1.914 0.510
C -2.376 -1.811 0.356
N -1.786 -0.831 -0.346
C -2.585 0.051 -0.962
C -3.951 0.050 -0.838
H -6.345 -1.647 0.697
H -6.473 -0.180 -0.195
H -4.159 -2.732 1.070
H -1.710 -2.554 0.790
H -2.082 0.781 -1.584
H -4.542 0.800 -1.336
```

calculated total energy = -50684.673 eV
largest force on an atom = 2.737 eV/A
orbital gap = 7.985 eV
E_LUMO = -2.79 eV
total charge = +1

Results of the Löwdin charge analysis, in e, for atoms 1 through 8:
1 Cd 1.424
2 C -0.037
3 C -0.259
4 C -0.015
5 C -0.055
6 C -0.332
7 C -0.102
8 C -0.033

=====

The following is a DFT calculation (the ωB97M-V functional and the def2-TZVPD basis) of C34H41BBrHgN9O2S as an isolated structure.

XYZ file:
```
90
C34H41BBrHgN9O2S (the ωB97M-V functional and the def2-TZVPD basis)
Hg -0.007 -0.296 -0.074
C -0.618 3.603 0.592
C -0.783 3.115 -0.812
C -0.986 3.903 -1.960
C -1.088 3.011 -3.006
C -1.292 3.292 -4.461
N -0.958 1.772 -2.493
N -0.768 1.832 -1.149
B -1.025 0.432 -3.261
N 0.381 -0.218 -3.321
N 1.161 -0.340 -2.218
C 2.367 -0.715 -2.630
C 3.535 -0.898 -1.712
C 2.362 -0.860 -4.028
C 1.082 -0.534 -4.426
C 0.512 -0.515 -5.809
N -2.061 -0.516 -2.609
N -2.025 -0.906 -1.301
C -3.139 -1.604 -1.080
C -3.548 -2.185 0.235
C -3.899 -1.669 -2.260
C -3.183 -0.966 -3.201
C -3.543 -0.713 -4.632
H -0.655 4.692 0.608
H -1.407 3.212 1.238
H 0.324 3.258 1.013
H -1.042 4.980 -2.008
H -1.333 4.369 -4.618
H -0.473 2.888 -5.059
H -2.220 2.851 -4.828
H -1.380 0.655 -4.382
H 3.476 -0.218 -0.863
H 3.577 -1.914 -1.320
H 4.459 -0.711 -2.259
H 3.191 -1.155 -4.654
H 1.249 -0.912 -6.506
H -0.394 -1.119 -5.871
H 0.256 0.499 -6.124
H -2.705 -2.267 0.913
H -4.302 -1.545 0.701
H -3.995 -3.168 0.079
H -4.846 -2.170 -2.392
H -4.480 -1.221 -4.854
H -3.669 0.353 -4.827
H -2.777 -1.087 -5.313
Br -0.022 0.873 8.903
C 1.588 0.502 7.942
C 2.769 1.136 8.294
C 3.924 0.899 7.565
C 3.925 0.046 6.444
C 2.708 -0.626 6.152
C 1.559 -0.400 6.887
N 5.102 -0.198 5.770
N 5.052 -0.600 4.503
C 4.020 -0.139 3.716
C 3.432 1.118 3.852
C 2.313 1.500 3.108
C 1.696 0.648 2.204
O 0.501 0.933 1.679
C 2.339 -0.601 1.951
N 1.801 -1.433 1.003
C 2.289 -2.640 0.853
C 3.372 -3.128 1.591
C 3.980 -2.294 2.498
C 3.494 -0.995 2.696
H 2.781 1.822 9.133
H 4.850 1.394 7.833
H 2.694 -1.347 5.345
H 0.642 -0.923 6.640
H 3.857 1.805 4.572
H 1.872 2.480 3.261
H 1.806 -3.257 0.100
H 3.723 -4.141 1.437
H 4.832 -2.615 3.085
C -0.551 -3.349 4.384
C -1.337 -2.046 4.473
S -0.658 -0.894 3.248
O -1.028 -1.557 1.929
C -1.846 0.451 3.468
C -1.334 1.460 4.488
H -0.986 -4.115 5.026
H 0.490 -3.198 4.682
H -0.555 -3.712 3.355
H -1.224 -1.575 5.455
H -2.395 -2.196 4.253
H -2.810 0.017 3.740
H -1.910 0.884 2.468
H -1.256 1.022 5.487
H -2.006 2.317 4.550
H -0.343 1.815 4.195
```

calculated total energy = -139160.764 eV
largest force on an atom = 0.563 eV/A
orbital gap (alpha / beta) = 4.550 / 5.583 eV
E_LUMO (alpha / beta) = 2.14 / 2.14 eV
multiplicity = 2
total charge = -1

Results of the Löwdin charge analysis, in e, for atoms 1 through 8:
1 Hg 1.181
2 C -0.033
3 C -0.332
4 C 0.001
5 C -0.284
6 C -0.030
7 N 0.016
8 N 0.057